No. 1
C41H38AsI2N4O2SbSe4Tl | ωB97M-V/def2-TZVPD

Geometry as XYZ:
```
94
C41H38AsI2N4O2SbSe4Tl ωB97M-V/def2-TZVPD
Tl -0.035 -0.703 -0.088
I 4.822 4.469 -3.594
C 4.071 2.691 -2.726
C 4.200 1.486 -3.386
C 3.704 0.329 -2.811
I 3.940 -1.445 -3.950
C 3.054 0.314 -1.566
O 2.576 -0.762 -0.992
C 2.928 1.570 -0.921
C 2.216 1.709 0.398
N 0.754 1.768 0.232
C 0.245 2.850 -0.598
C -1.002 2.457 -1.350
C -1.865 3.423 -1.858
C -2.930 3.016 -2.641
C -3.101 1.663 -2.901
C -2.218 0.767 -2.323
N -1.205 1.164 -1.563
C 3.433 2.722 -1.500
H 4.686 1.435 -4.349
H 2.431 0.841 1.027
H 2.594 2.607 0.912
H 0.330 1.820 1.155
H 0.053 3.765 -0.026
H 0.998 3.089 -1.356
H -1.702 4.467 -1.646
H -3.612 3.740 -3.055
H -3.900 1.325 -3.542
H -2.292 -0.305 -2.490
H 3.331 3.652 -0.962
C -1.761 0.602 7.992
C -2.154 1.067 6.592
N -3.030 0.139 5.910
C -4.398 0.014 6.384
C -4.627 -1.308 7.101
C -2.701 -0.530 4.795
O -3.497 -1.167 4.120
C -1.266 -0.479 4.365
C -0.207 -0.919 5.155
C 1.076 -0.846 4.644
C 1.246 -0.366 3.356
N 0.236 -0.016 2.565
C -0.992 -0.080 3.064
H -1.013 1.280 8.394
H -1.344 -0.402 7.972
H -2.617 0.600 8.660
H -1.256 1.216 5.990
H -2.670 2.032 6.667
H -5.058 0.071 5.516
H -4.609 0.852 7.045
H -4.422 -2.133 6.427
H -5.662 -1.369 7.417
H -3.990 -1.400 7.974
H -0.382 -1.305 6.146
H 1.929 -1.152 5.226
H 2.244 -0.251 2.957
H -1.805 0.221 2.406
Se 0.120 -2.817 -2.615
Sb 2.293 -3.064 -1.549
Se 1.107 -4.674 1.722
Se 3.993 -4.749 -1.633
Se 1.876 -2.719 1.153
C -7.121 -0.024 1.611
C -6.655 -1.181 2.211
C -5.447 -1.734 1.822
C -4.712 -1.118 0.821
C -5.166 0.060 0.237
C -6.378 0.600 0.622
As -2.987 -1.808 0.188
C -2.668 -3.492 1.070
C -2.303 -3.687 2.389
C -1.984 -4.961 2.830
C -2.020 -6.028 1.941
C -2.398 -5.843 0.621
C -2.726 -4.571 0.170
C -3.203 -4.232 -1.169
C -3.459 -5.135 -2.191
C -4.001 -4.696 -3.386
C -4.287 -3.354 -3.579
C -4.026 -2.439 -2.568
C -3.481 -2.871 -1.372
H -8.062 0.401 1.919
H -7.229 -1.650 2.995
H -5.076 -2.634 2.296
H -4.564 0.547 -0.526
H -6.733 1.512 0.168
H -2.301 -2.849 3.069
H -1.705 -5.125 3.860
H -1.760 -7.017 2.287
H -2.425 -6.686 -0.053
H -3.249 -6.185 -2.058
H -4.197 -5.408 -4.173
H -4.712 -3.024 -4.516
H -4.277 -1.394 -2.708
```

Output
HOMO-LUMO gap (spin up / spin down)   0.1653 / 0.1648 hartree
E_HOMO (spin up / spin down)   -9.82 / -9.82 eV
Total charge   +1
2S+1   1



No. 2
C41H38N4O3P2Sc | ωB97M-V/def2-TZVPD

Geometry as XYZ:
```
89
C41H38N4O3P2Sc ωB97M-V/def2-TZVPD
Sc 0.678 -0.065 1.017
C 1.862 0.436 5.409
C 1.414 0.710 4.014
N 1.681 -0.022 3.007
N 2.446 -1.148 3.104
C 2.894 -1.427 1.893
O 2.594 -0.697 0.852
C 3.756 -2.607 1.713
C 4.229 -2.920 0.442
C 5.031 -4.033 0.257
C 5.364 -4.838 1.337
C 4.896 -4.527 2.608
C 4.096 -3.414 2.798
C 0.693 1.945 3.637
C 0.298 2.885 4.574
C -0.233 4.092 4.147
C -0.329 4.333 2.789
C 0.065 3.330 1.916
N 0.541 2.152 2.312
H 2.311 -0.551 5.455
H 1.020 0.485 6.101
H 2.598 1.180 5.723
H 3.963 -2.277 -0.387
H 5.400 -4.274 -0.731
H 5.992 -5.707 1.189
H 5.158 -5.154 3.451
H 3.727 -3.156 3.781
H 0.420 2.682 5.628
H -0.544 4.838 4.866
H -0.699 5.271 2.398
H 0.002 3.489 0.850
C -1.916 0.765 -3.243
N -1.109 0.638 -2.027
P -1.301 1.553 -0.611
C -1.350 3.262 -1.233
C -0.169 3.751 -1.799
C -0.114 5.046 -2.289
C -1.234 5.864 -2.207
C -2.406 5.387 -1.641
C -2.468 4.087 -1.154
C -2.959 1.260 0.064
C -3.887 0.402 -0.517
C -5.101 0.158 0.114
C -5.393 0.766 1.325
C -4.467 1.617 1.915
C -3.253 1.857 1.293
P 0.012 -0.615 -1.759
C -0.904 -2.101 -2.262
C -1.927 -2.509 -1.403
C -2.721 -3.596 -1.726
C -2.489 -4.295 -2.904
C -1.474 -3.895 -3.760
C -0.684 -2.798 -3.444
C 1.337 -0.433 -2.979
C 1.494 0.699 -3.772
C 2.602 0.815 -4.601
C 3.558 -0.190 -4.635
C 3.413 -1.314 -3.832
C 2.311 -1.434 -3.000
H -2.419 1.731 -3.247
H -2.665 -0.027 -3.313
H -1.281 0.702 -4.126
H 0.709 3.115 -1.850
H 0.802 5.419 -2.728
H -1.191 6.877 -2.586
H -3.279 6.024 -1.582
H -3.385 3.712 -0.718
H -3.666 -0.086 -1.455
H -5.818 -0.510 -0.347
H -6.339 0.573 1.813
H -4.688 2.084 2.865
H -2.525 2.505 1.768
H -2.107 -1.963 -0.482
H -3.515 -3.904 -1.058
H -3.101 -5.152 -3.154
H -1.296 -4.436 -4.681
H 0.100 -2.485 -4.122
H 0.761 1.495 -3.744
H 2.718 1.693 -5.223
H 4.420 -0.097 -5.282
H 4.161 -2.095 -3.850
H 2.201 -2.303 -2.360
C -1.370 -3.177 2.483
C -0.674 -2.024 1.840
O 0.251 -2.214 0.999
O -0.982 -0.819 2.136
H -1.545 -3.956 1.744
H -2.297 -2.853 2.948
H -0.706 -3.586 3.247
```

Output
HOMO-LUMO gap   0.2800 hartree
E_HOMO   -10.62 eV
Total charge   +1
2S+1   1



No. 3
C41H39AsBF5NbO7PSTe2 | ωB97M-V/def2-TZVPD

Geometry as XYZ:
```
99
C41H39AsBF5NbO7PSTe2 ωB97M-V/def2-TZVPD
Nb -2.324 -0.117 0.730
C -2.382 7.059 2.093
C -2.837 5.753 1.531
C -2.766 5.475 0.167
C -3.214 4.270 -0.361
C -3.158 4.026 -1.836
C -3.762 3.293 0.499
Te -4.294 1.317 -0.315
C -3.899 3.577 1.877
C -4.593 2.651 2.832
C -3.406 4.784 2.363
H -1.779 7.603 1.364
H -1.783 6.904 2.997
H -3.226 7.687 2.394
H -2.349 6.206 -0.512
H -4.141 3.805 -2.250
H -2.547 3.142 -2.076
H -2.748 4.897 -2.346
H -5.242 1.956 2.292
H -5.234 3.214 3.514
H -3.881 2.048 3.395
H -3.501 4.949 3.433
O -3.699 -2.512 1.963
B -3.856 -1.083 1.810
O -5.107 -0.684 2.374
C -5.692 -1.856 2.917
C -6.858 -1.956 3.599
C -7.201 -3.264 4.023
C -6.377 -4.359 3.768
C -5.149 -4.218 3.070
C -4.860 -2.959 2.669
H -7.498 -1.119 3.810
H -8.133 -3.394 4.553
H -6.685 -5.339 4.103
H -4.490 -5.049 2.885
F -1.321 -1.430 2.908
Te -0.094 0.068 2.607
F -2.106 0.790 2.971
F -0.303 0.163 4.559
F -1.275 1.545 0.934
F 1.110 -1.343 3.273
O -0.217 -1.156 0.841
C 1.618 -0.963 -1.984
C 1.291 0.244 -2.850
As 2.871 0.861 -3.930
C 3.506 -0.784 -4.797
C 4.863 -0.862 -5.134
C 5.346 -1.959 -5.852
C 4.467 -2.969 -6.274
C 3.110 -2.862 -5.973
C 2.620 -1.772 -5.245
C 4.136 0.905 -2.406
C 4.202 2.098 -1.691
C 5.038 2.212 -0.575
C 5.818 1.114 -0.166
C 5.755 -0.084 -0.878
C 4.919 -0.196 -1.997
P 0.945 -1.305 -0.274
C 1.926 0.028 0.574
C 1.401 1.331 0.359
C 1.775 2.411 1.167
C 2.682 2.218 2.207
C 3.253 0.946 2.401
C 2.923 -0.125 1.564
C 1.580 -2.973 0.009
C 2.130 -3.342 1.255
C 2.505 -4.672 1.487
C 2.299 -5.655 0.522
C 1.748 -5.296 -0.704
C 1.398 -3.964 -0.970
H 2.707 -1.020 -1.820
H 1.475 -1.875 -2.568
H 1.030 1.152 -2.309
H 0.496 0.090 -3.589
H 5.544 -0.077 -4.819
H 6.403 -2.018 -6.084
H 4.823 -3.807 -6.847
H 2.406 -3.619 -6.284
H 1.555 -1.679 -5.036
H 3.615 2.945 -2.012
H 5.052 3.153 -0.037
H 6.464 1.188 0.703
H 6.351 -0.946 -0.597
H 4.857 -1.140 -2.535
H 0.591 1.492 -0.346
H 1.333 3.380 0.975
H 2.951 3.034 2.867
H 3.959 0.778 3.204
H 3.431 -1.064 1.705
H 2.178 -2.630 2.069
H 2.912 -4.934 2.458
H 2.555 -6.686 0.723
H 1.558 -6.031 -1.465
H 0.930 -3.740 -1.916
O -2.203 -1.238 -2.920
S -1.660 -1.160 -1.622
O -0.622 -2.216 -1.302
O -2.822 -1.472 -0.607
O -1.115 0.212 -1.258
```

Output
HOMO-LUMO gap (spin up / spin down)   0.2351 / 0.2349 hartree
E_HOMO (spin up / spin down)   -8.38 / -8.38 eV
Total charge   0
2S+1   1



Number 1: DFT total energy -402840.2581 eV. Number 2: DFT total energy -94515.6826 eV. Number 3: DFT total energy -168848.1453 eV.